Entry from the OMol25 dataset: C8H28InN14O10 as an isolated structure (ωB97M-V/def2-TZVPD).

Element x y z (Å)
In1 0.452 -0.411 -0.702
C1 0.250 -1.391 -3.709
O1 1.139 -1.827 -2.887
O2 -0.003 -1.835 -4.836
O3 -0.352 -0.324 -3.221
C2 0.107 3.486 -1.533
O4 0.076 2.331 -1.092
N1 -0.766 3.824 -2.512
N2 0.967 4.434 -1.140
H1 -1.503 3.165 -2.688
H2 -0.780 4.759 -2.879
H3 1.629 4.347 -0.396
H4 0.801 5.292 -1.636
C3 -3.091 0.615 -1.880
O5 -2.288 0.441 -0.962
N3 -4.281 1.245 -1.677
N4 -2.969 0.210 -3.176
H5 -4.858 1.471 -2.465
H6 -4.594 1.467 -0.749
H7 -3.645 0.315 -3.909
H8 -2.007 0.009 -3.461
C4 2.792 1.984 1.471
O6 1.853 1.372 0.999
N5 2.763 3.217 2.056
N6 4.011 1.393 1.626
H9 3.559 3.541 2.572
H10 2.017 3.869 1.899
H11 4.148 0.425 1.391
H12 4.726 1.828 2.181
C5 1.119 -1.378 3.248
O7 1.017 -1.187 2.047
N7 1.432 -0.367 4.092
N8 0.760 -2.497 3.938
H13 1.577 0.528 3.655
H14 1.480 -0.422 5.092
H15 0.377 -3.280 3.437
H16 0.938 -2.634 4.915
C6 -2.750 -2.860 -0.850
O8 -1.896 -2.119 -0.389
N9 -4.088 -2.598 -0.897
N10 -2.467 -3.949 -1.628
H17 -4.632 -3.283 -1.383
H18 -4.481 -1.790 -0.452
H19 -3.107 -4.577 -2.072
H20 -1.475 -4.085 -1.743
C7 -1.904 0.475 2.450
O9 -1.179 0.505 1.469
N11 -2.852 -0.455 2.715
N12 -1.961 1.526 3.316
H21 -2.832 -1.391 2.352
H22 -3.640 -0.168 3.267
H23 -2.443 1.395 4.185
H24 -1.374 2.305 3.081
C8 3.941 -1.779 -1.079
O10 3.202 -0.938 -0.536
N13 3.610 -2.491 -2.170
N14 5.238 -1.983 -0.685
H25 2.683 -2.292 -2.561
H26 4.313 -3.106 -2.531
H27 5.557 -1.612 0.190
H28 5.682 -2.747 -1.157

Values from the calculation:
Calculated total energy (eV): -55259.140
HOMO energy (eV): -10.127
LUMO level (eV): -5.53
Total charge: +1
Relative energy (zero: lowest compared OMol25 entry of this formula, charge and spin) (kJ/mol): 0.0


Entry from the OMol25 dataset: C5H11CuGaIO2 as an isolated structure (ωB97M-V/def2-TZVPD).

Element x y z (Å)
C1 -1.900 -0.551 -0.244
C2 -1.719 0.113 1.107
C3 -0.388 -0.181 1.804
I1 0.208 -2.239 1.780
Ga1 0.969 1.068 0.737
C4 2.112 0.125 -0.641
C5 1.868 0.801 -1.942
O1 2.596 1.629 -2.424
O2 0.644 0.497 -2.514
H1 -2.303 -1.576 -0.086
H2 -2.570 -0.006 -0.882
H3 -0.930 -0.639 -0.710
H4 -1.727 1.186 0.954
H5 -2.480 -0.176 1.820
H6 -0.480 0.096 2.839
H7 0.110 2.222 0.061
H8 1.895 1.725 1.912
H9 3.141 0.306 -0.360
H10 1.947 -0.942 -0.715
H11 0.654 -0.420 -2.787
Cu1 -1.647 -3.037 0.292

Values from the calculation:
Calculated total energy (eV): -114562.899
HOMO energy (spin up / spin down) (eV): -12.809 / -12.712
⟨S²⟩: 0.764
LUMO level (spin up / spin down) (eV): -5.52 / -7.86
Spin multiplicity: 2
Total charge: +1


Entry from the OMol25 dataset: a 3-piece molecular cluster, C29H57F3N3O5 overall (ωB97M-V/def2-TZVPD).

Element x y z (Å)
C1 -0.099 -6.501 -3.448
C2 0.306 -5.993 -2.424
C3 0.673 -5.334 -1.181
C4 -0.155 -4.024 -1.061
O1 0.011 -3.165 -2.177
C5 1.307 -2.654 -2.372
C6 1.492 -1.189 -1.926
C7 0.316 -0.317 -2.359
C8 0.217 1.002 -1.569
C9 -1.668 -4.509 -1.135
O2 -2.100 -5.209 -0.197
O3 -2.303 -4.186 -2.114
N1 -0.035 -3.410 0.250
C10 -0.752 -2.159 0.363
C11 -1.718 -2.210 1.570
C12 -2.080 -0.809 2.122
C13 -3.575 -0.769 2.439
O4 -3.894 -1.551 3.581
C14 -4.552 -2.758 3.273
C15 1.283 -3.454 0.861
C16 1.451 -2.603 2.112
O5 0.851 -3.194 3.241
C17 2.956 -2.578 2.432
F1 3.649 -1.866 1.549
F2 3.185 -2.082 3.636
F3 3.495 -3.790 2.425
H1 -0.540 -6.831 -4.347
H2 0.334 -5.951 -0.352
H3 1.743 -5.137 -1.134
H4 2.116 -3.272 -1.975
H5 1.462 -2.629 -3.457
H6 1.725 -1.095 -0.865
H7 2.346 -0.833 -2.510
H8 0.400 -0.113 -3.428
H9 -0.631 -0.841 -2.246
H10 1.220 1.403 -1.434
H11 -0.434 1.694 -2.101
H12 -0.286 0.792 -0.626
H13 -0.113 -1.269 0.405
H14 -1.397 -1.995 -0.496
H15 -2.638 -2.623 1.164
H16 -1.391 -2.914 2.328
H17 -1.587 -0.641 3.085
H18 -1.804 -0.007 1.436
H19 -4.155 -1.153 1.594
H20 -3.928 0.257 2.587
H21 -5.491 -2.607 2.731
H22 -4.810 -3.225 4.223
H23 -3.936 -3.474 2.727
H24 2.127 -3.217 0.198
H25 1.466 -4.476 1.204
H26 1.187 -1.552 1.985
H27 0.443 -2.492 3.755
C18 1.132 4.654 -4.279
C19 0.689 3.990 -5.575
N2 -0.667 3.483 -5.519
C20 -0.995 2.585 -6.613
C21 -0.993 3.154 -8.037
C22 -1.690 4.451 -5.168
C23 -1.824 5.707 -6.039
H28 0.982 3.986 -3.430
H29 2.194 4.900 -4.331
H30 0.592 5.584 -4.090
H31 1.362 3.148 -5.760
H32 0.839 4.695 -6.408
H33 -1.969 2.129 -6.415
H34 -0.284 1.754 -6.581
H35 -1.856 3.793 -8.221
H36 -1.049 2.334 -8.757
H37 -0.085 3.718 -8.256
H38 -1.510 4.775 -4.139
H39 -2.656 3.942 -5.127
H40 -0.860 6.177 -6.240
H41 -2.444 6.444 -5.523
H42 -2.310 5.495 -6.990
C24 0.371 3.292 3.776
C25 0.348 2.506 5.079
N3 1.026 1.229 4.986
C26 0.751 0.344 6.106
C27 1.216 0.779 7.500
C28 2.410 1.275 4.546
C29 3.397 2.131 5.349
H43 -0.011 2.689 2.950
H44 -0.259 4.178 3.867
H45 1.376 3.632 3.521
H46 -0.699 2.319 5.333
H47 0.754 3.138 5.885
H48 1.168 -0.643 5.886
H49 -0.333 0.190 6.145
H50 2.296 0.689 7.614
H51 0.764 0.131 8.254
H52 0.922 1.803 7.733
H53 2.424 1.630 3.511
H54 2.794 0.254 4.485
H55 3.002 3.124 5.571
H56 4.314 2.267 4.772
H57 3.682 1.655 6.287

Values from the calculation:
Calculated total energy (eV): -53855.919
HOMO energy (eV): -4.076
LUMO level (eV): 2.32
Total charge: -1
Relative energy (zero: lowest compared OMol25 entry of this formula, charge and spin) (kJ/mol): 0.0